(1)
279
Properties=species:S:1:pos:R:3:mulliken_charge:R:1 method="wB97M-V/def2-TZVPD" homo_ev=-5.913 total_charge=-1 energy_ha=-5519.0406
O -25.1790 17.2089 0.9100 -0.518
H -34.1272 14.0284 -10.0031 0.536
H -25.9511 20.3552 -0.7563 0.602
H -26.1639 23.0728 -6.7977 0.417
C -32.2194 14.8892 0.2553 -0.128
N -23.3877 14.9994 4.3408 -0.614
C -22.6655 13.1715 5.4841 -1.639
H -25.1629 15.6719 -5.3192 0.494
O -30.1882 16.3260 -3.5340 0.351
H -27.9441 11.2316 6.8988 0.417
H -29.8366 15.2189 -8.0713 0.497
H -25.4288 20.1117 -6.3465 -0.025
N -26.0974 16.1198 -7.0927 -0.168
H -28.8989 2.5974 -2.8559 0.353
O -31.0663 11.6681 -5.6765 -0.571
H -25.1791 13.0314 4.1681 -0.144
H -32.5231 15.2109 2.7241 0.726
C -35.8138 15.2771 -4.0660 -0.315
H -32.6839 11.6815 -10.9735 0.322
C -24.0423 16.2854 0.7412 -0.360
C -31.7161 15.8136 2.3074 -0.025
H -29.3956 22.6207 2.1405 0.395
C -25.5691 12.8708 1.5275 -0.382
H -27.5888 7.9561 -4.2847 0.468
H -28.3278 18.8942 -3.6353 0.015
H -29.7000 11.1390 5.1107 0.116
H -25.1363 11.1889 5.6160 -0.018
H -33.9993 10.6355 -10.8836 0.269
C -26.9508 12.0809 -6.0066 0.509
C -31.6498 17.1044 3.1725 -1.273
C -32.7332 18.1407 -5.1198 -1.070
C -27.1101 8.3779 -5.1684 -0.287
H -29.4687 17.3486 1.8708 -0.772
H -33.5049 12.3559 -7.0495 0.373
C -27.7674 15.7812 5.3550 0.107
N -31.2786 18.3052 2.4719 -0.506
H -31.2275 14.4732 0.0785 0.172
H -24.6715 20.5090 -4.2645 0.112
C -25.2596 9.4784 -8.7524 -1.766
H -26.8192 11.8834 -4.9428 -0.131
H -23.6858 19.5845 -3.0424 0.245
H -24.0525 6.5670 -5.0422 0.345
C -25.5316 8.2350 -5.1822 1.898
C -27.3950 4.3229 -1.3787 -0.812
O -28.7703 10.4100 -0.8350 -0.526
H -33.5086 17.8015 -5.8067 0.506
C -29.8567 18.1884 2.4472 1.122
H -30.1280 11.2404 1.0316 -0.301
C -25.9541 18.5389 -1.8713 1.096
H -26.5839 19.0383 0.1654 -0.100
H -25.9143 4.8989 0.4009 0.295
H -27.9133 9.3464 5.3346 0.272
O -29.9836 20.0036 -3.2503 -0.387
O -33.9746 12.1215 -9.4112 -0.315
C -37.2240 12.0628 -1.0886 -0.389
H -27.1471 4.3286 1.1897 0.293
H -34.2672 12.2936 -11.5169 0.293
H -25.6742 15.3950 -7.6546 0.400
C -25.2815 6.9669 -8.3904 -1.635
H -29.4776 10.4594 -5.0575 -0.355
O -27.4382 13.4457 -1.8952 -1.131
C -25.6997 8.3538 -7.7998 1.350
H -29.1816 16.6195 -9.9021 0.445
H -22.2494 13.5889 3.4307 0.336
H -27.5958 9.4768 -7.5711 0.262
H -25.6927 18.4711 -7.7853 0.208
C -31.6470 9.2549 -0.8930 -0.305
H -34.1651 16.4167 -2.3614 0.375
O -26.3812 13.2965 -6.3397 -0.582
H -23.2448 16.8302 0.2359 0.397
H -29.7619 11.7885 -4.1167 -0.175
C -26.5841 19.4713 -0.8349 -1.182
H -26.6547 7.3984 -0.0159 0.420
H -24.7265 20.9054 -2.5146 0.344
H -23.3846 11.1770 7.7248 0.334
H -31.0678 10.8678 2.4667 0.630
C -29.9532 14.8892 5.5697 -0.382
H -27.0315 16.2510 -7.4536 -0.004
O -28.7322 16.8600 -7.8690 -0.026
H -27.5945 3.3076 -1.0361 0.415
H -24.0667 11.7888 3.4536 0.871
H -27.3510 12.2697 5.7584 -0.290
H -27.1614 18.5619 -7.0020 0.008
O -25.4946 11.7651 7.6040 -0.333
N -34.8198 12.1986 -0.2416 -0.156
H -32.7445 15.0360 -0.6885 -0.501
C -27.7961 7.7323 -6.3441 -0.952
H -26.4135 17.8189 -5.1020 -0.133
H -28.9718 3.5929 -4.1918 0.267
H -26.5605 6.9167 -1.6566 -0.370
C -27.1745 12.1532 -1.7485 0.261
C -24.9828 9.1699 -4.0837 -2.020
H -31.3942 17.8718 1.5670 0.518
H -34.8804 11.2544 0.1118 0.334
H -27.3804 3.0996 -3.6126 0.353
C -29.8215 16.1023 -7.4330 -0.981
H -39.5231 10.8280 -0.8105 0.306
C -29.0891 21.7090 1.6278 -0.545
H -28.0301 11.6243 2.4645 0.158
N -32.2595 18.3353 -2.8125 -0.437
O -28.7238 15.0681 -0.6133 0.033
C -29.3983 21.2160 -2.7532 -0.819
H -28.0703 21.5572 1.9844 0.249
C -31.6235 12.8711 -5.1960 0.096
C -24.2564 11.4620 8.3137 -0.891
H -29.2658 22.0098 -3.4883 0.411
H -27.6954 6.6526 -6.4550 0.464
N -26.7960 5.1908 0.7979 -0.779
H -35.2355 13.7827 -7.8512 0.409
H -29.4725 13.9240 5.4102 0.076
C -33.6158 13.4793 -9.2124 -0.478
H -29.5783 18.5992 -4.7778 -0.329
C -36.1369 12.7933 -0.3761 -0.980
O -29.2834 12.6085 -0.8956 0.779
H -30.9976 9.4411 -1.7483 0.007
H -34.1372 14.9887 -7.6309 0.414
H -25.2001 6.6882 -3.7405 0.369
H -31.9515 17.3876 -5.2187 -0.128
H -39.3381 11.5367 -2.3817 0.300
H -30.9712 10.3367 -4.1503 0.473
C -29.3643 19.3275 1.5807 0.226
H -24.1763 9.4110 -8.8525 0.470
H -24.5418 10.5444 8.8282 0.386
C -27.6684 18.0033 -9.7169 -0.880
H -25.5261 6.1959 -7.6598 0.324
H -26.7172 15.6924 0.5105 -0.313
C -33.7541 11.6911 -10.7673 -0.786
C -27.2181 8.4552 -7.6120 -1.166
H -27.4294 14.8413 4.9187 -0.155
C -28.9766 10.8027 4.3679 -0.909
H -26.3760 4.3190 -1.7657 0.318
H -23.4512 13.2312 6.2372 0.285
C -26.8625 14.4003 -5.5763 1.066
C -26.1174 20.3672 -7.1518 -0.335
H -26.6609 17.7140 -1.9615 -1.233
H -32.4076 19.1756 -5.2255 0.397
C -32.6625 11.4113 -1.3369 1.387
H -27.7337 8.0439 -8.4798 0.525
H -28.8818 7.8037 -6.2787 0.513
C -25.0958 6.7915 -4.8206 -1.761
H -31.7843 19.1341 -3.2078 0.246
C -29.6647 15.6097 -2.6316 -0.065
H -26.9509 14.2286 -4.5035 -0.454
H -27.2799 17.2581 0.8471 -1.336
H -27.5488 22.9891 -5.8232 0.283
C -33.9287 16.6500 -3.3996 -0.138
H -32.0175 11.9339 -0.6306 -0.337
H -32.4575 12.7620 -4.5027 -0.046
O -28.2093 4.5469 -2.4960 -0.216
C -34.1556 13.9080 -7.7719 -1.075
H -32.0280 8.2390 -0.9975 0.395
H -24.0078 12.3164 8.9432 0.230
O -29.6075 14.3117 -2.6161 0.342
H -23.2510 9.5362 -6.5529 0.332
C -34.1038 12.0993 -1.5175 -0.941
H -25.9497 15.4904 3.0551 0.152
H -36.5033 12.8841 0.6464 0.406
H -36.0590 15.1453 -3.0121 0.201
H -28.6025 20.1574 -4.8012 0.479
H -25.5965 9.0018 -3.1987 0.294
C -32.2503 13.7807 -6.2920 0.148
H -27.4085 17.9391 5.3965 0.453
H -25.8099 6.6690 -9.2961 0.396
H -31.4331 12.3132 1.5008 0.034
C -27.9646 21.0507 -2.1272 -0.495
O -25.6994 19.1610 -3.1416 -0.071
H -26.4701 11.2921 -6.5852 -0.373
C -26.7104 16.1596 2.6531 -0.351
H -23.9303 8.9916 -3.8635 0.517
C -27.2517 6.9585 -0.8148 -0.545
H -23.6602 16.0253 1.7283 0.177
H -25.0386 10.2300 -4.3311 0.292
O -29.9601 20.5985 1.9789 -0.508
H -25.7416 6.0243 -5.2479 0.279
C -30.6326 11.6839 1.8899 -0.322
N -27.3259 19.3013 -9.0454 -0.374
N -24.9977 8.7641 -6.5280 0.910
N -27.9261 19.8909 -1.2070 1.552
C -26.1742 15.7426 -5.7197 -0.495
H -33.3070 15.8070 -3.7014 -0.217
H -28.1379 7.5441 -1.0595 0.116
H -25.6668 10.4358 -8.4275 0.194
H -31.2199 16.9811 4.1665 0.336
H -30.7593 15.3027 2.4154 -0.020
O -29.1897 16.0203 5.2156 -0.244
H -37.1985 11.0733 -0.6322 0.356
H -36.8965 11.8426 -2.1046 0.365
H -31.0503 9.4248 0.0032 0.065
H -27.6198 15.5601 2.6938 -0.412
O -38.4999 12.5582 -0.7689 -0.355
C -28.3670 3.4398 -3.2980 -0.926
H -22.4759 12.1005 5.4118 0.401
H -27.0271 16.6739 -3.9429 -0.047
C -30.3195 11.0360 -4.6742 0.159
C -25.7849 10.9676 6.4636 -0.084
H -36.1981 13.8312 -0.7036 0.295
H -34.0586 13.0861 -1.9782 0.088
H -29.7519 18.1184 -9.2949 0.388
H -30.8226 14.9031 4.9124 0.053
H -29.3722 18.2250 3.4230 0.478
H -32.9887 14.2739 0.7219 0.699
O -24.5407 13.5655 2.3130 -0.339
H -24.3094 15.3813 0.1940 0.141
H -25.4894 12.9890 0.4469 0.037
H -29.4523 9.9932 3.8143 0.636
H -40.5510 12.2883 -1.3306 0.250
H -34.1348 18.7962 -3.5828 0.473
C -26.6542 22.4198 -6.0757 -0.947
H -25.9817 16.9807 5.2119 0.521
H -27.9156 14.5039 -5.8378 -0.245
H -27.6239 15.6530 6.4279 0.524
O -26.1091 11.6066 -2.0388 -0.683
H -21.7257 13.5948 5.8386 0.420
H -26.2000 17.9708 3.2095 0.349
B -28.7659 13.8536 -1.4795 0.652
C -24.2997 12.8492 3.5504 -0.600
H -36.7633 15.2427 -4.6004 0.286
H -22.5656 15.5364 4.1043 0.325
H -25.0201 18.0868 -1.5379 0.627
O -35.1336 16.5028 -4.1889 -0.465
C -26.5918 19.0870 -7.7688 -0.172
C -29.2180 16.1001 -1.2941 -0.139
H -26.5722 13.2517 1.7194 -0.150
C -27.0233 17.0496 4.8980 -1.305
H -29.6570 15.8492 -6.3857 -0.317
O -23.6204 8.6517 -6.6062 -0.611
H -28.4125 19.1047 -1.6138 -0.969
H -30.0203 21.7171 -2.0115 0.527
H -24.2331 6.9115 -8.6836 0.339
C -33.3641 18.0446 -3.7535 0.559
C -26.9074 16.8515 -5.0116 0.700
H -27.6785 21.9942 -1.6625 0.358
H -32.5424 13.6676 -9.1899 0.238
H -28.6118 5.5171 -0.0055 0.354
H -25.4750 11.7954 1.6783 0.725
H -30.8121 13.4908 -4.8143 -0.038
H -28.1891 12.6307 3.8551 -1.231
O -29.2959 17.2790 -0.9172 -0.736
H -25.9569 22.4769 -5.2399 0.301
C -28.4693 11.5510 -1.1702 0.255
H -27.2447 20.8350 -2.9167 -0.100
O -32.1647 16.1051 0.9579 -0.537
N -26.9225 17.3069 3.4488 0.080
C -23.0769 13.5977 4.1401 0.777
O -27.1123 21.1610 -6.5412 -0.214
H -34.6919 11.4080 -2.1211 0.840
H -27.8506 18.2147 -10.7706 0.396
C -29.1086 19.3985 -4.2046 0.063
H -23.9524 15.3231 3.5684 -0.395
H -31.5799 17.6259 -3.0470 -0.378
H -32.1610 11.3307 -2.3014 -0.660
H -29.0712 21.8652 0.5492 -0.017
C -28.9311 17.4085 -9.1930 -0.728
O -32.8339 10.1310 -0.9223 -0.600
C -27.5692 5.5118 -0.3235 0.480
H -27.3175 9.4429 -5.0638 -0.655
H -35.1391 14.5350 -4.4928 0.007
H -25.7702 9.8925 6.6429 0.364
H -30.7965 16.5576 -7.6067 0.528
H -28.1019 19.9016 -8.8056 0.305
H -26.8161 17.3318 -9.6132 0.365
C -39.5901 11.7739 -1.3481 -0.725
C -26.4863 16.5638 1.1232 2.302
H -31.6271 13.7196 -7.1841 0.412
H -28.2923 19.3315 1.3834 0.096
H -27.8958 16.8865 -5.4698 -0.795
O -29.8802 12.4955 2.7529 0.055
H -29.7001 19.1916 0.5526 -0.548
H -25.6125 20.9850 -7.8943 0.557
H -32.6800 17.3288 3.4491 0.436
C -28.7176 11.8767 3.2718 1.065
N -27.7147 10.2815 5.0086 -0.315
H -25.7250 9.3805 -9.7332 0.394
C -24.6176 20.1098 -3.2517 -0.788
H -30.3140 14.8970 6.5982 0.321
H -27.9978 12.0501 -6.3083 0.169
N -33.5794 13.2485 -6.5828 -0.380
C -27.2127 11.2409 6.0907 0.040
H -32.3445 14.8295 -6.0104 -0.146


(2)
16
Properties=species:S:1:pos:R:3:mulliken_charge:R:1 method="wB97M-V/def2-TZVPD" homo_ev=-9.444 smiles="CCC(=O)CC" energy_ha=-271.7416 relative_energy_kcal_mol=6.9
O 0.0850 0.4303 1.8659 -0.575
C -0.9494 -0.6222 -0.0107 -0.232
H 1.7919 -1.1866 0.1281 0.314
C 2.1483 -0.2900 -0.3944 -1.014
H -2.3833 0.9748 -0.3320 0.314
H 2.3056 -0.5746 -1.4370 0.284
H -2.4418 0.2256 1.2737 0.310
H -3.1318 -0.6216 -0.1353 0.361
C 1.1198 0.8600 -0.2472 -0.345
H 0.6816 1.1283 -1.2167 0.269
C 0.0758 0.2735 0.6645 0.302
H 1.5409 1.7622 0.2033 0.333
C -2.3182 0.0217 0.2057 -1.230
H -0.7227 -0.7345 -1.0784 0.296
H -0.9081 -1.6155 0.4496 0.306
H 3.1065 -0.0316 0.0609 0.306